DFT (the ωB97M-V functional and the def2-TZVPD basis) results for a molecular structure, C12H10BrF5Pt at a distorted geometry.

Computed properties:
Spin multiplicity: 3
Strongest force on any atom (eV/Å): 1.81
Calculated total energy (Eh): -3655.81329
Net charge: -2
HOMO energy (alpha / beta) (eV): 0.482 / 0.481
ΔE to the lowest compared entry with this formula, charge and spin (eV): 0.000

Each line ends with the Löwdin spin population.
CARTESIAN COORDINATES (ANGSTROEM)
1 C 2.497 -0.738 -0.195  0.2076
2 C 2.427 -2.102 0.185  0.0576
3 C 1.221 -2.656 -0.289  0.2347
4 H 3.162 -2.652 0.772  -0.0002
5 C 0.552 -1.666 -1.102  0.0522
6 C 1.355 -0.442 -1.041  0.0809
7 H 1.170 0.417 -1.690  0.0050
8 H 3.306 -0.042 0.014  0.0102
9 H 0.868 -3.682 -0.197  0.0122
10 H -0.225 -1.837 -1.829  0.0009
11 Pt -0.106 -0.382 0.641  0.9717
12 Br 1.056 0.533 2.539  0.1363
13 C -1.386 2.782 0.242  0.0109
14 C -0.802 3.055 -1.026  0.0014
15 C 0.589 3.311 -0.825  0.0028
16 H -1.324 3.085 -1.977  -0.0001
17 C 0.859 3.200 0.566  -0.0002
18 C -0.367 2.898 1.229  0.0064
19 H -0.515 2.781 2.297  -0.0002
20 H -2.428 2.547 0.434  0.0002
21 H 1.304 3.577 -1.597  0.0003
22 H 1.834 3.316 1.036  0.0005
23 F -2.085 -1.054 -1.275  0.0137
24 C -1.909 -1.196 0.094  0.1250
25 F -2.953 -0.538 0.676  0.0362
26 C -1.987 -2.757 0.495  0.0193
27 F -3.128 -2.968 1.177  0.0045
28 F -2.018 -3.533 -0.613  0.0035
29 F -0.969 -3.257 1.258  0.0067